# C42H112O14

A cluster of 14 separate species, C42H112O14 in total in a non-equilibrium geometry (the ωB97M-V functional and the def2-TZVPD basis, the OMol25 dataset).

The HOMO-LUMO gap comes out at 9.8 eV. Its largest force on an atom is 2.40 eV/A. The HOMO energy is -9.436 eV. As for the energy relative to the best compared isomer or geometry (same formula, charge and spin): 197.59 kJ/mol. The value obtained for the LUMO energy is 0.395 eV.

XYZ file:
```
168
Properties=species:S:1:pos:R:3:forces:R:3:lowdin_charge:R:1
C 24.20544 -8.58656 10.26837 -0.27 -0.42 0.27 -0.06
C 24.97910 -7.39502 10.82568 -0.90 0.60 -1.72 -0.46
C 26.45429 -7.68401 10.89002 0.17 0.33 0.46 -0.06
O 24.84766 -6.27964 9.88101 0.14 -0.40 0.49 -0.08
H 24.62941 -8.96605 9.33640 0.32 0.03 0.17 0.08
H 23.16029 -8.37743 10.01650 0.07 0.34 0.29 0.08
H 24.18647 -9.38145 11.02572 0.07 -0.04 -0.24 0.07
H 24.50782 -7.08167 11.76404 0.48 -0.12 0.17 0.11
H 26.84589 -7.90518 9.89576 -0.22 -0.29 -0.02 0.08
H 26.63234 -8.51336 11.57786 0.20 -0.01 -0.10 0.08
H 27.01736 -6.80655 11.21652 -0.13 -0.05 0.25 0.06
H 23.93499 -5.97341 9.89606 0.00 -0.09 -0.03 0.08
C 27.79002 -1.71759 10.96208 0.54 0.21 -0.45 -0.05
C 26.38507 -2.24955 11.22141 1.65 -0.02 0.57 -0.44
C 26.40693 -3.77258 11.28924 -1.53 0.18 -0.58 -0.04
O 26.09142 -1.76173 12.52424 -0.64 0.64 0.32 -0.08
H 27.81441 -0.62493 10.97949 -0.16 -0.05 0.07 0.09
H 28.16833 -2.02191 9.97969 -0.18 -0.05 0.02 0.08
H 28.53330 -2.06552 11.68395 -0.30 -0.12 0.17 0.06
H 25.77885 -1.80555 10.42584 -0.56 -0.31 0.28 0.14
H 26.61411 -4.05208 12.31930 0.82 -0.15 -0.16 0.06
H 27.01806 -4.20392 10.49881 0.34 -0.20 0.33 0.07
H 25.40889 -4.19134 11.12667 0.00 0.13 -0.13 0.06
H 25.18314 -1.92297 12.82440 0.02 -0.36 -0.30 0.07
C 29.81816 -5.98161 9.97840 -0.63 0.22 -0.33 -0.06
C 30.67567 -5.26703 8.93445 0.56 -1.61 0.10 -0.49
C 30.79986 -6.16821 7.70380 -0.90 0.56 -0.30 -0.05
O 30.11613 -4.01374 8.57997 -0.05 -0.16 0.29 -0.05
H 29.55443 -5.27145 10.76193 -0.06 -0.16 0.10 0.05
H 30.25610 -6.87848 10.41504 0.40 0.20 -0.01 0.07
H 28.89625 -6.33599 9.48880 -0.02 0.22 0.14 0.08
H 31.67509 -5.18074 9.37043 -0.06 0.85 -0.09 0.14
H 31.44334 -5.77312 6.91948 0.27 0.04 0.21 0.08
H 29.78917 -6.16384 7.26869 0.13 -0.37 -0.08 0.09
H 31.06985 -7.18854 7.95981 0.17 0.01 0.02 0.06
H 29.17084 -4.20145 8.46763 0.22 0.32 -0.07 0.09
C 30.09817 -6.07527 19.51623 0.78 0.70 1.09 -0.06
C 30.84226 -4.97761 18.76063 0.22 -0.47 -0.73 -0.48
C 29.99308 -3.76046 18.44477 -0.05 -0.58 -0.07 -0.04
O 32.01473 -4.51282 19.46391 -0.56 -0.16 0.05 -0.05
H 29.71419 -5.64743 20.45444 -0.17 -0.08 -0.18 0.09
H 30.85834 -6.79825 19.82921 -0.31 -0.30 -0.14 0.07
H 29.30035 -6.55199 18.95658 0.02 -0.01 -0.22 0.06
H 31.17313 -5.43603 17.81034 -0.03 0.26 0.14 0.11
H 29.38134 -3.49225 19.30808 0.24 0.35 0.06 0.08
H 29.29849 -3.99433 17.63376 0.08 -0.03 -0.01 0.06
H 30.66496 -2.97108 18.11897 -0.19 0.31 0.12 0.08
H 32.57409 -5.26591 19.68819 -0.14 0.03 -0.09 0.08
C 25.48183 -7.34893 18.59742 1.60 -0.73 0.03 -0.04
C 26.08359 -6.18822 19.37435 0.35 -0.31 0.68 -0.47
C 25.35549 -4.86318 19.28636 0.36 0.09 -0.38 -0.05
O 26.19378 -6.64275 20.75910 -0.24 0.17 -0.50 -0.06
H 26.28993 -8.09647 18.56117 -0.15 -0.01 0.05 0.07
H 25.33390 -7.14857 17.53562 -0.61 0.30 0.20 0.06
H 24.69302 -7.87789 19.12754 -0.51 0.49 -0.23 0.09
H 27.11871 -6.05314 19.03645 -0.22 0.14 -0.31 0.11
H 24.33616 -4.92866 19.66335 0.05 0.09 0.14 0.09
H 25.33136 -4.52739 18.24794 -0.20 -0.19 -0.18 0.05
H 25.93915 -4.08200 19.77628 -0.25 -0.06 0.42 0.08
H 27.04383 -6.35540 21.10258 -0.05 0.08 0.00 0.07
C 30.85938 -3.49363 12.18707 -0.85 -0.71 0.63 -0.07
C 31.45996 -2.35403 12.99748 0.94 -0.26 -2.19 -0.45
C 32.00269 -2.76953 14.32952 -0.22 -0.64 0.02 -0.05
O 32.63538 -1.96426 12.21820 0.29 0.27 0.74 -0.07
H 31.51163 -4.36933 12.10337 0.44 0.36 0.04 0.08
H 30.61298 -3.16458 11.17654 -0.12 -0.01 0.02 0.07
H 29.96252 -3.93294 12.65488 -0.08 0.47 -0.12 0.07
H 30.79744 -1.48554 12.97647 -0.20 -0.16 0.55 0.12
H 31.24381 -3.25488 14.94866 -0.15 0.43 0.14 0.07
H 32.48982 -1.94047 14.83079 0.00 -0.02 0.22 0.09
H 32.71819 -3.57333 14.13315 0.25 0.23 0.03 0.07
H 32.40406 -1.83928 11.29517 -0.26 0.00 -0.02 0.08
C 30.61574 -11.15865 19.17986 -0.19 -0.11 0.22 -0.04
C 30.02237 -9.79556 18.84790 0.06 0.52 -1.17 -0.42
C 30.94179 -8.93138 17.99619 1.09 -0.71 -0.10 -0.07
O 28.81180 -9.87161 18.02468 0.04 -0.59 1.04 -0.09
H 30.41088 -11.93081 18.43555 -0.32 0.23 -0.12 0.08
H 30.20596 -11.47381 20.14104 0.22 -0.33 -0.05 0.08
H 31.70504 -11.12616 19.23182 -0.03 0.23 0.29 0.08
H 29.73530 -9.27481 19.76621 0.14 0.04 -0.04 0.13
H 30.38947 -8.11402 17.54862 0.18 0.26 0.02 0.05
H 31.43578 -9.52495 17.21268 -0.72 -0.13 -0.25 0.08
H 31.86046 -8.61598 18.50617 -0.55 0.43 0.47 0.09
H 28.11157 -10.24707 18.58124 0.07 0.10 -0.30 0.11
C 32.99882 -8.23961 13.83665 -0.15 0.99 -0.08 -0.05
C 33.40538 -6.86158 14.34096 -0.01 -0.16 0.90 -0.49
C 32.81536 -6.59388 15.73426 0.11 -0.34 -0.84 -0.06
O 34.82844 -6.86256 14.46540 0.18 0.19 -0.38 -0.05
H 33.39538 -9.01180 14.49310 0.20 -0.09 -0.16 0.09
H 33.35132 -8.29578 12.80895 -0.01 -0.61 0.02 0.08
H 31.91027 -8.30341 13.85619 -0.03 -0.08 -0.15 0.06
H 33.10511 -6.09613 13.61755 -0.12 0.00 0.00 0.12
H 33.07690 -5.60547 16.11255 -0.09 0.03 0.00 0.07
H 33.28010 -7.35736 16.36133 -0.25 0.09 0.30 0.08
H 31.73248 -6.73187 15.68353 -0.02 0.13 0.33 0.06
H 35.11469 -5.94320 14.48123 0.11 -0.09 0.06 0.09
C 23.78343 -5.07884 13.67354 -0.20 -0.01 1.04 -0.05
C 23.04500 -3.95470 14.37878 -0.43 0.42 0.23 -0.46
C 23.10866 -4.03035 15.91631 0.37 -0.42 -1.03 -0.04
O 23.57616 -2.70129 13.88796 -0.22 -0.27 0.06 -0.06
H 23.55293 -5.99069 14.23435 -0.10 -0.13 -0.37 0.07
H 24.86342 -4.95672 13.76528 0.03 0.18 -0.32 0.07
H 23.43449 -5.16191 12.64991 0.31 -0.06 -0.19 0.07
H 21.97697 -4.02778 14.10637 0.26 0.10 -0.11 0.14
H 22.89478 -5.06494 16.19719 -0.01 0.11 0.21 0.08
H 22.35746 -3.38807 16.36923 0.18 0.18 0.14 0.08
H 24.12861 -3.78018 16.21524 -0.15 0.10 0.29 0.07
H 23.06892 -1.97177 14.26493 0.07 -0.12 0.02 0.10
C 26.91248 -1.65585 16.52345 1.23 -1.30 -0.34 -0.06
C 27.56180 -0.52737 15.73228 -1.47 -0.35 -0.31 -0.47
C 28.81407 -0.94026 14.96857 -0.12 -0.12 1.54 -0.05
O 26.57332 -0.08930 14.78805 0.29 0.14 -0.02 -0.07
H 26.74375 -2.50884 15.84828 -0.37 0.34 -0.13 0.05
H 25.97540 -1.38192 16.99269 0.03 0.17 0.16 0.08
H 27.63386 -2.10871 17.22002 -0.26 0.42 0.41 0.07
H 27.70815 0.29736 16.43471 0.35 0.17 -0.34 0.14
H 28.68188 -1.92847 14.51959 -0.16 0.21 -0.36 0.07
H 29.60496 -1.07232 15.71729 0.28 0.22 -0.38 0.08
H 29.02605 -0.15440 14.25235 0.35 -0.13 -0.17 0.09
H 26.60043 -0.74343 14.06812 -0.19 0.29 -0.09 0.04
C 29.61867 -9.62560 10.97530 0.38 -0.26 -0.90 -0.05
C 30.75642 -10.30039 10.19669 0.83 -0.35 0.72 -0.46
C 30.69060 -10.13174 8.70063 -1.40 -1.11 -0.89 -0.05
O 32.03054 -9.81791 10.69397 -0.55 0.52 0.14 -0.07
H 28.84288 -10.37425 11.13228 -0.15 0.14 0.16 0.08
H 29.18994 -8.81365 10.38777 0.00 0.15 0.29 0.05
H 30.02768 -9.28476 11.91889 -0.20 0.20 0.10 0.05
H 30.70419 -11.35955 10.48909 0.08 0.02 -0.44 0.13
H 31.53794 -10.54767 8.15699 0.39 0.41 0.26 0.08
H 30.40811 -9.13964 8.35079 0.51 0.20 0.26 0.05
H 29.86802 -10.75724 8.29946 0.03 0.15 0.36 0.09
H 32.68918 -10.51216 10.64536 -0.02 -0.14 -0.15 0.08
C 27.76949 -4.95711 15.19474 0.16 0.78 0.15 -0.06
C 28.05250 -6.38441 14.88164 0.47 -1.00 0.14 -0.47
C 28.95718 -6.60206 13.67408 -0.46 0.51 -0.07 -0.03
O 28.68816 -6.96274 16.04426 -0.31 -0.03 -0.26 -0.07
H 27.19453 -4.88875 16.11357 -0.23 0.03 0.11 0.07
H 27.23709 -4.43816 14.39440 -0.06 -0.13 0.01 0.06
H 28.69190 -4.39161 15.37135 0.07 -0.15 -0.07 0.07
H 27.11186 -6.93237 14.71281 -0.01 0.17 -0.02 0.13
H 28.95251 -7.66114 13.42025 0.28 -0.04 -0.08 0.07
H 29.96018 -6.23391 13.89616 0.09 -0.19 0.04 0.08
H 28.59369 -6.02822 12.81290 -0.03 -0.18 0.03 0.06
H 28.64426 -7.92560 15.90961 0.05 0.13 0.04 0.04
C 24.14400 -9.08695 14.24252 0.14 -0.69 0.27 -0.06
C 24.05440 -9.33040 15.76397 0.25 1.19 -0.90 -0.51
C 22.78376 -10.01817 16.21099 0.69 -0.76 -0.12 -0.05
O 25.17623 -10.07323 16.20306 0.04 -0.31 0.34 -0.06
H 24.48009 -10.02998 13.79697 -0.03 0.14 -0.18 0.08
H 24.88190 -8.30810 14.03457 0.02 -0.07 -0.09 0.06
H 23.19507 -8.81236 13.77914 -0.03 0.11 0.14 0.08
H 24.07654 -8.31843 16.20316 -0.06 -0.23 0.24 0.11
H 22.75175 -9.98070 17.29903 -0.47 0.14 -0.02 0.08
H 22.81694 -11.08007 15.94287 0.11 0.07 -0.06 0.09
H 21.91861 -9.60689 15.69851 -0.14 0.30 0.38 0.08
H 26.02950 -9.71020 15.90785 -0.31 0.08 -0.11 0.06
C 30.12201 -10.85398 14.37846 -0.49 -2.12 0.73 -0.03
C 28.56827 -10.80637 14.44350 1.90 0.11 0.58 -0.44
C 27.97224 -12.18109 14.71291 -0.65 0.18 -0.92 -0.05
O 28.15094 -9.82630 15.41372 -0.30 -0.13 -0.18 -0.10
H 30.39142 -11.89035 14.10729 -0.08 0.36 -0.81 0.08
H 30.58828 -10.91048 15.36972 -0.15 1.06 0.05 0.07
H 30.55546 -10.16292 13.67382 0.30 0.28 0.26 0.04
H 28.31588 -10.46234 13.43560 -0.76 0.14 0.36 0.11
H 26.88552 -12.07789 14.62797 0.03 -0.20 0.43 0.08
H 28.25506 -12.66021 15.64922 0.03 0.35 0.19 0.08
H 28.25722 -12.86898 13.90961 0.10 0.11 0.05 0.08
H 28.48005 -10.05982 16.31884 -0.08 0.01 -0.66 0.06
```
Positions in Å, forces in eV/Å.